Below is a single C21H21BN2O3S molecule, with properties calculated with ωB97M-V/def2-TZVPD.

```
49
Properties=species:S:1:pos:R:3:forces:R:3:nbo_charge:R:1
C -3.013489 -2.103721 2.291458 -0.019 0.087 -0.099 -0.645
C -2.222036 -0.955411 1.719014 0.102 0.092 -0.050 -0.016
C -1.151277 -0.465172 2.466582 0.002 0.225 -0.084 -0.187
C -0.355170 0.566596 1.990978 -0.132 -0.070 -0.166 -0.058
C -0.660949 1.160263 0.762491 -0.095 -0.176 0.054 -0.156
C -1.739164 0.695026 0.023781 0.002 0.037 0.170 -0.189
C -2.509706 -0.379500 0.468091 0.082 0.069 0.238 0.103
C -3.592109 -0.918098 -0.431070 0.257 -0.013 -0.131 -0.442
C -3.169080 -2.224865 -1.119344 0.322 0.221 0.270 -0.384
C -1.855370 -2.103137 -1.917594 -0.109 -0.406 -0.313 -0.229
C -1.946965 -2.906993 -3.223032 0.145 0.211 0.089 -0.595
C -0.643798 -2.584964 -1.114043 0.165 0.192 0.066 -0.607
C 0.210493 2.256520 0.267375 0.025 0.045 0.145 0.558
O -0.197185 3.189753 -0.394694 0.051 -0.178 -0.234 -0.540
C 1.643384 2.131393 0.653908 0.124 -0.061 0.083 -0.053
C 2.641580 2.594321 -0.209558 -0.219 0.064 0.219 -0.301
B 2.257579 3.228531 -1.617633 -0.338 -0.075 -0.012 1.035
N 2.091629 2.349424 -2.718778 1.097 0.232 0.188 -1.058
O 2.093611 4.591318 -1.767603 -0.204 -0.136 -0.300 -0.914
C 3.964206 2.459663 0.206850 -0.110 -0.062 0.086 -0.195
C 4.262453 1.876296 1.433204 0.259 0.352 0.126 0.150
N 5.640304 1.749714 1.825860 -0.247 -0.736 -0.486 -0.471
C 6.236606 0.709658 1.647161 -0.048 0.335 0.349 0.248
S 7.009793 -0.633607 1.478701 0.135 0.040 -0.041 0.067
C 3.271360 1.430802 2.291744 -0.172 0.112 0.023 -0.197
C 1.950500 1.553331 1.889831 0.031 0.032 -0.233 -0.113
C 0.831688 1.055375 2.750878 -0.028 0.095 0.089 0.537
O 0.892535 1.056615 3.959525 0.091 -0.271 -0.111 -0.507
H -3.313641 -1.874574 3.314110 0.009 -0.042 0.020 0.229
H -2.402969 -3.007842 2.317505 -0.021 -0.034 0.009 0.227
H -3.910048 -2.318741 1.714455 0.018 -0.020 0.052 0.218
H -0.913274 -0.894316 3.432305 -0.040 -0.024 0.028 0.229
H -1.968201 1.166058 -0.924778 0.016 0.033 0.016 0.228
H -4.510436 -1.077160 0.133921 -0.102 0.070 -0.073 0.216
H -3.780135 -0.172734 -1.205832 -0.194 0.027 0.049 0.211
H -3.025502 -2.979380 -0.341833 -0.155 -0.168 -0.123 0.197
H -3.969310 -2.559817 -1.779056 -0.099 -0.003 0.054 0.210
H -1.698382 -1.060110 -2.206255 -0.054 0.077 0.096 0.195
H -1.150661 -2.603757 -3.904735 0.062 -0.091 0.002 0.207
H -2.894273 -2.729604 -3.731556 -0.044 -0.073 -0.024 0.203
H -1.829500 -3.974330 -3.028217 -0.140 -0.056 -0.032 0.202
H 0.167055 -2.894900 -1.776106 0.013 0.048 -0.016 0.209
H -0.908546 -3.443961 -0.494498 0.007 -0.073 -0.054 0.200
H -0.244119 -1.816249 -0.449921 -0.072 0.014 0.044 0.214
H 2.557848 1.458231 -2.629235 -0.223 -0.132 -0.127 0.386
H 2.222233 2.738518 -3.641924 -0.378 -0.005 -0.064 0.396
H 1.334414 4.878043 -1.246534 0.189 0.158 0.196 0.513
H 4.783566 2.795500 -0.415537 0.014 0.015 -0.026 0.226
H 3.512456 0.991995 3.249636 0.023 0.020 0.034 0.244
```
Forces are in eV/Å.

- largest force on an atom (eV/A) = 1.14
- energy (hartree) = -1571.2284



Below is a single C3H9N3S2 molecule, with properties calculated with ωB97M-V/def2-TZVPD.

```
17
Properties=species:S:1:pos:R:3:forces:R:3:nbo_charge:R:1
C 0.178993 -1.996144 0.421302 0.748 4.171 1.384 0.020
C 2.092558 1.005995 0.455048 1.095 -0.045 0.308 -0.319
C -2.285300 1.120377 -0.366854 0.129 0.524 0.044 -0.410
N 0.857949 0.798365 -0.160048 -1.920 -0.782 -0.331 -0.902
N -1.597890 -0.110216 -0.087990 0.981 -1.302 0.377 -0.946
N -0.735049 -2.532751 -0.302791 -2.285 -3.790 -2.494 -0.887
S 3.488700 -0.065557 -0.177619 -0.279 -0.050 0.440 -0.097
S -0.168614 -0.196988 0.454171 1.403 0.728 1.295 1.596
H 2.078520 0.799248 1.535008 0.183 0.172 0.053 0.179
H 2.414704 2.032911 0.275908 -0.072 -0.089 0.198 0.212
H 3.385646 0.341492 -1.438738 -0.048 0.095 -0.253 0.123
H -1.654244 1.822971 -0.913290 -0.068 0.093 -0.028 0.202
H -2.629210 1.595853 0.557282 -0.068 0.080 -0.077 0.183
H -3.155411 0.872610 -0.977344 0.068 0.088 0.077 0.205
H -0.735078 -3.530665 -0.479290 -0.117 0.326 -0.102 0.408
H -1.487441 -1.937273 -0.685922 0.327 -0.197 0.399 0.455
H -0.048832 -0.020235 1.891166 -0.079 -0.021 -1.291 -0.022
```
Forces are in eV/Å.

- expectation value of S² = 2.0062
- multiplicity = 3
- ΔE to the lowest compared entry with this formula, charge and spin (eV) = 0.360
- largest force on an atom (eV/A) = 5.08